# 1
{
  "formula": "C16H24Cl2F3N2O4S",
  "method": "wB97M-V/def2-TZVPD",
  "fmax_ev_per_a": 2.2,
  "orbital_gap_ev": 8.166,
  "homo_ev": -12.64,
  "charge": 1,
  "elements": ["C", "C", "C", "O", "C", "C", "C", "C", "Cl", "C", "C", "Cl", "N", "C", "N", "C", "S", "C", "O", "H", "H", "H", "H", "H", "H", "H", "H", "H", "H", "H", "H", "H", "H", "H", "H", "H", "H", "H", "C", "C", "O", "C", "O", "C", "F", "F", "F", "H", "H", "H", "H", "H"],
  "xyz": [[1.11, -4.77, -1.35], [2.13, -3.91, -1.52], [1.86, -2.47, -1.96], [0.52, -2.39, -2.39], [-0.28, -1.46, -1.68], [-1.64, -1.48, -2.39], [-2.81, -1.60, -1.40], [-4.19, -1.35, -2.01], [-4.26, -1.81, -3.75], [0.41, -0.09, -1.73], [-0.57, 0.99, -1.25], [0.78, 0.31, -3.42], [1.69, -0.14, -0.83], [2.77, 0.72, -1.40], [1.25, 0.39, 0.44], [2.02, 0.28, 1.40], [3.03, 0.27, 2.54], [2.17, -1.59, -0.71], [3.54, -1.62, -0.52], [1.17, -5.82, -1.60], [0.15, -4.42, -1.00], [3.15, -4.24, -1.32], [2.51, -2.21, -2.81], [-0.48, -1.78, -0.65], [-1.76, -0.65, -3.09], [-1.65, -2.38, -2.99], [-2.81, -2.65, -1.09], [-2.66, -1.02, -0.49], [-4.94, -1.96, -1.54], [-4.44, -0.29, -1.96], [-1.26, 1.13, -2.07], [-1.16, 0.66, -0.40], [-0.09, 1.95, -1.10], [2.39, 1.70, -1.63], [3.23, 0.24, -2.26], [3.56, 0.85, -0.68], [1.66, -2.09, 0.11], [3.97, -1.99, -1.30], [0.48, 2.48, 5.19], [0.66, 3.08, 3.81], [-0.57, 3.06, 3.06], [-1.42, 4.06, 3.30], [-1.26, 4.95, 4.07], [-2.65, 3.91, 2.39], [-3.08, 2.65, 2.35], [-2.33, 4.28, 1.14], [-3.64, 4.68, 2.80], [0.05, 1.48, 5.12], [1.43, 2.43, 5.71], [-0.20, 3.08, 5.79], [1.35, 2.48, 3.22], [1.06, 4.09, 3.86]]
}



# 2
{
  "formula": "C16H24ClN2O",
  "method": "wB97M-V/def2-TZVPD",
  "fmax_ev_per_a": 0.8,
  "smiles": "CCC(CC)[NH+]1CCN(C(=O)c2cccc(Cl)c2)CC1",
  "orbital_gap_ev": 9.730,
  "homo_ev": -12.02,
  "charge": 1,
  "elements": ["C", "H", "H", "H", "C", "H", "C", "C", "C", "H", "H", "H", "H", "H", "H", "N", "C", "H", "H", "C", "N", "C", "O", "C", "C", "C", "C", "C", "C", "H", "H", "H", "Cl", "H", "C", "H", "H", "C", "H", "H", "H", "H", "H", "H"],
  "xyz": [[-0.88, -1.66, 2.15], [-0.62, -2.61, 2.62], [-1.41, -1.07, 2.89], [0.06, -1.16, 1.91], [-1.75, -1.92, 0.93], [-2.58, -2.56, 1.23], [-2.36, -0.65, 0.33], [-3.30, -0.94, -0.84], [-4.65, -1.45, -0.36], [-5.31, -1.61, -1.21], [-5.13, -0.74, 0.31], [-4.56, -2.40, 0.16], [-2.86, -1.68, -1.51], [-3.47, -0.02, -1.41], [-2.93, -0.15, 1.12], [-1.26, 0.31, -0.04], [-0.46, -0.08, -1.23], [0.01, -1.04, -1.04], [-1.12, -0.17, -2.09], [0.61, 1.01, -1.48], [0.76, 1.81, -0.30], [1.82, 1.84, 0.57], [1.79, 2.52, 1.56], [2.98, 0.97, 0.22], [2.85, -0.42, 0.18], [3.97, -1.20, -0.09], [5.21, -0.62, -0.30], [5.33, 0.76, -0.24], [4.23, 1.55, 0.03], [4.33, 2.62, 0.09], [6.30, 1.21, -0.39], [6.06, -1.24, -0.50], [3.78, -2.92, -0.15], [1.91, -0.90, 0.38], [-0.42, 2.60, 0.00], [-0.31, 2.96, 1.03], [-0.48, 3.47, -0.66], [-1.67, 1.72, -0.18], [-2.12, 1.86, -1.16], [-2.42, 1.96, 0.58], [1.57, 0.56, -1.75], [0.30, 1.66, -2.31], [-0.61, 0.29, 0.76], [-1.19, -2.47, 0.17]]
}



# 3
{
  "formula": "C16H24ClNO",
  "method": "wB97M-V/def2-TZVPD",
  "fmax_ev_per_a": 15.7,
  "orbital_gap_ev": 8.746,
  "de_lowest_kj_mol": 1411.8,
  "homo_ev": -8.68,
  "elements": ["C", "C", "C", "C", "C", "C", "C", "N", "C", "O", "C", "H", "H", "Cl", "C", "C", "C", "C", "C", "C", "C", "H", "H", "H", "H", "H", "H", "H", "H", "H", "H", "H", "H", "H", "H", "H", "H", "H", "H", "H", "H", "H", "H"],
  "xyz": [[-0.84, -0.67, -5.31], [-1.06, 0.45, -4.50], [0.10, 0.84, -3.74], [0.80, -0.19, -2.69], [-0.01, -0.77, -1.59], [-0.70, 0.54, -0.63], [0.36, 1.45, 0.19], [0.82, 0.39, 1.24], [2.10, -0.01, 1.18], [2.81, 0.19, 0.06], [2.51, -0.54, 2.46], [2.00, -1.42, 2.92], [3.88, -1.04, 2.08], [2.84, 0.74, 3.61], [0.08, 0.28, 2.41], [-0.12, 1.68, 3.23], [-0.77, 1.58, 4.25], [-1.46, 0.40, 4.72], [-1.44, -0.90, 3.85], [-0.61, -0.69, 2.81], [-0.38, -2.15, 2.03], [-1.46, -2.21, 1.69], [0.19, -1.91, 1.19], [-0.13, -2.71, 2.69], [-1.93, -2.01, 4.26], [-2.15, 0.26, 5.51], [-0.87, 2.42, 4.87], [0.17, 2.41, 2.85], [-0.20, 2.28, 0.61], [1.09, 1.66, -0.57], [-1.44, 1.11, -1.30], [-1.46, -0.08, 0.06], [0.30, -1.32, -0.93], [-0.89, -1.19, -1.99], [1.15, -1.03, -3.18], [1.46, 0.25, -2.17], [0.00, 1.63, -3.07], [0.94, 1.38, -4.33], [-1.42, 1.31, -4.94], [-1.97, 0.32, -3.52], [-1.67, -0.79, -5.94], [-0.08, -0.32, -5.81], [-0.53, -1.60, -4.59]]
}



Q: Which formula does entry 2 have?
A: C16H24ClN2O